[1]
Formula: C39H28BrF6N9O7PReS2
Source: OMol25
Level of theory: ωB97M-V/def2-TZVPD

The geometry in XYZ format:
```
94
Properties=species:S:1:pos:R:3:forces:R:3
Re 0.94943 -0.31629 0.77791 -0.4 0.2 -0.3
O 0.82962 3.67892 0.97030 0.0 0.1 0.1
C 0.58673 2.57056 0.62817 0.2 0.1 0.0
O 1.02604 1.48000 1.35016 0.0 -0.2 -0.1
C -0.13221 2.16065 -0.59964 0.0 -0.3 0.2
C -0.56469 3.05685 -1.53733 0.0 0.4 -0.2
C -1.15945 2.56243 -2.68960 -0.1 0.2 -0.2
C -1.33418 1.19912 -2.81677 -0.1 0.0 -0.3
C -0.88632 0.36210 -1.81978 0.2 -0.2 0.2
N -0.26842 0.83652 -0.73416 -0.2 -0.2 0.3
H -0.39374 4.11304 -1.38088 0.0 0.0 0.0
H -1.46153 3.22612 -3.48540 0.1 0.1 -0.2
H -1.78042 0.77918 -3.70756 0.0 0.0 0.0
H -0.97436 -0.71176 -1.90330 0.0 0.0 0.1
C 6.41781 -2.47942 4.51562 0.0 0.0 0.0
C 5.72930 -1.58924 3.52917 0.1 -0.1 0.1
C 6.41984 -0.72150 2.69339 0.0 0.1 -0.1
C 5.68510 0.07178 1.83021 0.0 -0.1 0.1
N 4.35750 -0.00182 1.75576 0.0 -0.2 0.3
C 3.81590 -0.88829 2.57123 -0.1 -0.3 -0.3
S 2.05303 -1.13648 2.52126 0.0 0.3 0.3
N 4.39559 -1.65666 3.47529 0.0 0.1 -0.2
H 7.48896 -2.52525 4.33096 0.0 0.0 0.0
H 5.99568 -3.48102 4.45573 0.0 0.0 0.0
H 6.25126 -2.10785 5.52827 0.0 0.0 0.0
H 7.49881 -0.66871 2.71364 0.0 0.0 0.0
H 6.16854 0.77395 1.16370 0.0 0.0 0.0
O 0.26965 4.12483 -7.62715 0.0 -0.1 0.1
S 0.21310 3.52084 -6.32140 -0.3 0.0 -0.1
O -0.30280 2.16306 -6.26617 0.0 0.1 0.1
O -0.29627 4.38427 -5.25516 -0.1 -0.1 0.1
C 1.92621 3.36148 -5.77107 0.7 -0.7 0.8
N 2.85794 4.22580 -6.18108 -0.8 -0.2 -0.1
C 4.02726 4.16049 -5.58008 0.4 0.2 0.0
C 4.31236 3.29524 -4.53820 0.2 -0.3 0.3
C 3.30560 2.41155 -4.19664 -0.7 -0.2 0.1
N 2.12423 2.41184 -4.82527 0.2 0.8 -0.4
C 3.26662 1.48013 -3.01361 0.0 0.0 -0.4
C 2.51242 0.30377 -3.13174 0.1 0.1 0.5
C 2.10523 -0.35144 -1.98978 0.2 0.6 -0.2
N 2.36943 0.15296 -0.75704 0.4 -0.5 0.1
C 3.24473 1.16547 -0.64620 -0.3 0.2 0.0
C 3.73645 1.83248 -1.75450 -0.3 0.0 -0.1
H 4.77933 4.86049 -5.92699 0.1 0.0 0.0
H 5.27391 3.30433 -4.04309 0.0 0.0 0.0
H 2.15846 -0.01995 -4.09923 0.0 -0.1 0.0
H 1.47426 -1.22441 -2.04490 0.1 -0.1 0.0
H 3.45268 1.51191 0.36068 0.0 -0.1 -0.3
H 4.32767 2.72553 -1.60490 0.1 0.0 0.0
Br 0.21941 -7.36587 3.94325 0.0 0.0 0.0
C 0.03043 -6.02480 2.63006 0.0 0.0 0.0
C -1.20156 -5.86767 2.00225 0.0 0.0 0.0
C -1.34672 -4.87501 1.05298 -0.1 -0.1 0.0
C -0.26895 -4.04044 0.75600 0.1 0.1 0.1
C 0.96561 -4.22292 1.37019 0.1 -0.1 0.0
C 1.11947 -5.23039 2.31011 0.0 0.0 -0.1
C -0.50049 -2.95580 -0.20027 0.1 -0.1 0.3
O -1.35613 -2.86552 -1.01313 -0.3 0.1 -0.4
O 0.36273 -1.84754 -0.01661 0.3 0.3 0.2
H -2.02622 -6.51976 2.25301 0.0 0.0 0.0
H -2.28935 -4.73449 0.54031 0.0 0.0 0.0
H 1.81996 -3.63188 1.07168 0.0 0.0 0.0
H 2.08195 -5.39566 2.77367 0.0 0.0 0.0
N -3.82798 -1.19037 6.20526 0.1 0.1 0.1
C -5.06376 -1.53787 6.70847 0.0 0.0 0.0
C -5.53083 -1.73430 8.00759 0.0 0.0 0.0
C -6.85878 -2.08133 8.13418 0.0 0.0 0.0
C -7.69707 -2.22936 7.01151 0.0 0.0 0.0
C -7.22645 -2.03604 5.73235 0.0 0.0 0.0
C -5.88120 -1.68710 5.58216 0.0 0.0 -0.1
N -5.15370 -1.44902 4.43031 -0.1 0.0 0.0
C -3.95161 -1.16142 4.84071 0.1 0.0 0.0
C -2.84603 -0.84892 3.93235 -0.1 0.0 0.1
C -1.66241 -0.25296 4.35343 0.0 0.0 0.1
C -0.64400 -0.04984 3.44975 0.0 0.1 -0.1
N -0.74930 -0.39824 2.15677 0.0 -0.3 0.1
C -1.92780 -0.89716 1.73160 0.1 0.1 0.0
C -2.97874 -1.14144 2.57822 -0.1 0.0 0.0
H -2.98244 -1.07568 6.73651 0.0 0.0 0.0
H -4.89133 -1.62049 8.87291 0.0 0.0 0.0
H -7.27035 -2.24411 9.12153 0.0 0.0 0.0
H -8.73271 -2.50155 7.16520 0.0 0.0 0.0
H -7.86366 -2.14811 4.86549 0.0 0.0 0.0
H -1.51520 0.06951 5.37499 0.0 0.0 0.0
H 0.28489 0.41442 3.75147 0.0 -0.1 0.0
H -2.02116 -1.09509 0.67442 0.0 0.0 -0.1
H -3.90280 -1.55901 2.20452 0.0 0.0 0.0
F 3.16874 -2.42867 0.04968 0.2 0.0 0.0
P 4.32491 -3.41737 -0.64534 0.0 0.0 0.1
F 5.37226 -2.18957 -0.62013 -0.1 0.2 0.2
F 4.78327 -3.84023 0.85294 0.0 0.1 0.0
F 3.22889 -4.60588 -0.63844 -0.1 0.0 0.0
F 5.41468 -4.37461 -1.29339 0.1 -0.1 -0.1
F 3.79776 -2.93089 -2.09058 -0.1 0.0 -0.1
```
Positions in Å, forces in eV/Å.

Summary:
Kohn-Sham gap (alpha / beta) (hartree): 0.158 / 0.158
Calculated total energy (eV): -188085.2809
LUMO level (alpha / beta) (eV): -3.68 / -3.69
Energy above the lowest of the compared OMol25 structures with the same formula, charge and spin (kcal/mol): 29.0

Atom charges from the Mulliken analysis, given in e for atoms 1 to 5: 2.562 -0.561 0.293 -0.746 0.883

[2]
Formula: C4H5N2O2P
Source: OMol25
Level of theory: ωB97M-V/def2-TZVPD

The geometry in XYZ format:
```
14
Properties=species:S:1:pos:R:3:forces:R:3
C -2.99255 0.79937 -0.27065 -0.1 0.4 0.3
C -1.97444 -1.64461 -0.28432 -0.2 0.2 0.4
C 2.02895 -0.51125 -0.05356 -0.3 -0.2 -1.3
C 1.67549 0.98318 0.10319 -0.2 -1.3 3.0
N -3.65639 1.55055 -0.83873 0.1 -0.2 0.1
N -2.13386 -2.47372 -1.06022 0.1 -0.5 -0.2
O -1.89333 -0.16485 2.13600 -0.2 -0.2 -1.1
O 0.52393 1.31479 -0.48618 -1.9 -0.1 0.3
P -1.81034 -0.15254 0.64808 0.5 0.6 0.5
H 2.87447 -0.94510 0.56235 -0.3 1.0 -1.4
H 1.23584 -1.20885 0.22497 -0.6 0.5 0.2
H 1.98653 -0.54325 -1.21511 1.1 -0.9 1.9
H 2.23524 1.52501 -0.58392 2.3 1.3 -1.4
H 1.90046 1.47126 1.11808 -0.6 -0.7 -1.1
```
Positions in Å, forces in eV/Å.

Summary:
Kohn-Sham gap (alpha / beta) (hartree): 0.311 / 0.304
Calculated total energy (eV): -20587.7982
LUMO level (alpha / beta) (eV): -1.85 / -2.93
Energy above the lowest of the compared OMol25 structures with the same formula, charge and spin (kcal/mol): 23.1

Atom charges from the Mulliken analysis, given in e for atoms 1 to 5: 0.260 0.278 -0.714 -0.226 -0.284

[3]
Formula: C5H10
Source: OMol25
Level of theory: ωB97M-V/def2-TZVPD

The geometry in XYZ format:
```
15
Properties=species:S:1:pos:R:3:forces:R:3
C -2.26404 0.00024 0.19197 -0.2 0.0 0.1
C -1.06890 0.00051 -0.35880 0.5 0.0 -2.3
C 0.25696 0.00006 0.29314 -0.3 0.0 2.2
C 1.04682 1.26068 -0.04993 -0.1 -0.1 0.2
C 1.04581 -1.26113 -0.05019 -0.1 0.1 0.2
H -2.38878 -0.00028 1.26340 0.0 0.0 0.2
H -3.16413 0.00048 -0.40073 -0.1 0.0 -0.1
H -0.94486 0.00115 -1.48300 -0.6 0.0 1.1
H 0.02017 0.00007 1.41349 0.6 0.0 -1.2
H 1.98119 1.28062 0.50754 0.1 0.0 0.0
H 0.47400 2.15178 0.19688 0.0 0.1 0.0
H 1.27718 1.28214 -1.11358 0.0 0.0 -0.1
H 0.47226 -2.15181 0.19640 0.0 -0.1 0.0
H 1.27617 -1.28258 -1.11384 0.0 0.0 -0.1
H 1.98014 -1.28192 0.50726 0.1 0.0 0.0
```
Positions in Å, forces in eV/Å.

Summary:
Kohn-Sham gap (hartree): 0.402
Structure (SMILES): C=CC(C)C
Calculated total energy (eV): -5346.5250
LUMO level (eV): 1.23
Energy above the lowest of the compared OMol25 structures with the same formula, charge and spin (kcal/mol): 17.1

Atom charges from the Mulliken analysis, given in e for atoms 1 to 5: -0.772 -0.161 0.760 -1.437 -1.437

[4]
Formula: HNO2S2
Source: OMol25
Level of theory: ωB97M-V/def2-TZVPD

The geometry in XYZ format:
```
6
Properties=species:S:1:pos:R:3:forces:R:3
O -0.42904 -1.20028 0.70202 -2.9 2.7 -2.6
N -1.07898 -0.34058 -0.03578 3.3 -3.1 3.0
O -2.19195 -0.41359 -0.43342 -0.4 0.0 -0.1
S -0.09452 1.08722 -0.54069 0.0 0.2 -0.1
S 1.57669 0.87480 0.54498 -0.1 0.2 0.0
H 2.21780 -0.00758 -0.23712 0.0 0.0 -0.1
```
Positions in Å, forces in eV/Å.

Summary:
Kohn-Sham gap (hartree): 0.376
Structure (SMILES): O=[N+]([O-])SS
Calculated total energy (eV): -27268.3559
LUMO level (eV): -0.21
Energy above the lowest of the compared OMol25 structures with the same formula, charge and spin (kcal/mol): 22.1

Atom charges from the Mulliken analysis, given in e for atoms 1 to 5: -0.479 0.826 -0.491 0.050 -0.112